Entry 1:
Molecular formula: C36H48CaN11O4S
Method: DFT, the ωB97M-V functional and the def2-TZVPD basis

Last column: Mulliken charge in e.
Geometry (Å):
Ca -0.050 -1.177 0.107  1.638
C 2.247 -4.084 3.522  -1.039
N 2.689 -3.285 2.384  0.054
C 3.620 -3.929 1.481  -1.013
C 2.123 -2.113 2.029  0.699
N 2.337 -1.418 0.964  -0.759
N 1.228 -1.556 3.006  -0.170
C -0.124 -1.859 2.885  0.331
N -0.915 -1.287 3.830  -0.389
N -0.510 -2.670 1.947  -0.607
H 3.102 -4.342 4.148  0.364
H 1.776 -5.005 3.173  0.338
H 1.533 -3.536 4.122  0.344
H 4.145 -4.708 2.030  0.396
H 4.366 -3.219 1.121  0.419
H 3.109 -4.375 0.627  0.188
H 3.000 -1.870 0.345  0.060
H 1.372 -0.550 3.057  0.392
H -0.514 -0.521 4.352  0.268
H -1.860 -1.107 3.523  0.288
H -1.510 -2.836 2.023  0.206
C -2.433 6.288 0.111  -1.836
C -2.453 4.779 0.114  0.872
C -1.498 4.046 -0.582  -0.402
C -1.540 2.658 -0.614  -0.334
C -2.552 1.992 0.060  0.255
C -3.530 2.706 0.750  -0.905
C -3.464 4.087 0.786  -0.699
S -2.660 0.228 0.052  1.139
O -4.061 -0.086 -0.009  -0.799
O -1.955 -0.257 1.254  -0.271
N -1.755 -0.311 -1.113  -0.388
C -2.072 -0.065 -2.469  -0.693
C -3.191 0.527 -2.993  -0.717
C -3.339 0.685 -4.392  -1.057
C -2.382 0.260 -5.260  -0.926
C -1.203 -0.335 -4.748  0.894
C -0.154 -0.787 -5.579  -0.715
C 0.970 -1.310 -5.018  -1.146
C 1.055 -1.376 -3.612  0.005
N 0.104 -0.990 -2.795  0.593
C -1.040 -0.484 -3.358  0.401
H -1.506 6.674 -0.318  0.336
H -2.543 6.691 1.120  0.386
H -3.260 6.684 -0.484  0.484
H -0.714 4.567 -1.125  0.391
H -0.795 2.102 -1.167  0.337
H -4.332 2.175 1.250  0.480
H -4.219 4.644 1.332  0.468
H -4.001 0.840 -2.346  0.577
H -4.242 1.149 -4.769  0.416
H -2.499 0.375 -6.330  0.421
H -0.256 -0.700 -6.656  0.449
H 1.796 -1.660 -5.626  0.468
H 1.958 -1.761 -3.159  0.365
C -0.230 -5.133 -3.428  -1.115
N 0.054 -4.758 -2.045  0.128
C -1.130 -4.546 -1.220  -0.984
C 1.209 -4.128 -1.680  0.006
O 1.204 -3.220 -0.836  0.117
N 2.366 -4.524 -2.303  0.305
C 3.576 -3.733 -2.128  -0.953
C 2.609 -5.913 -2.678  -1.197
H -0.954 -4.433 -3.855  0.316
H -0.655 -6.138 -3.480  0.284
H 0.669 -5.100 -4.035  0.421
H -1.650 -5.492 -1.069  0.361
H -1.820 -3.847 -1.704  0.317
H -0.838 -4.149 -0.254  0.103
H 3.328 -2.723 -1.824  0.125
H 4.127 -3.697 -3.069  0.339
H 4.233 -4.171 -1.371  0.358
H 1.711 -6.508 -2.546  0.417
H 3.394 -6.334 -2.044  0.349
H 2.936 -5.989 -3.716  0.332
C 0.469 5.597 1.752  -1.393
N 1.001 4.269 1.475  -0.057
N 0.443 3.120 2.001  1.200
C 0.930 2.022 1.320  -0.031
O 0.596 0.854 1.611  -0.134
C 1.814 2.548 0.332  -1.205
C 1.810 3.910 0.459  0.740
C 2.518 4.943 -0.351  -1.606
C -0.301 3.096 3.211  -0.685
C 0.116 3.828 4.314  -0.064
C -0.625 3.781 5.487  -0.629
C -1.763 2.988 5.567  -0.690
C -2.158 2.242 4.461  -1.133
C -1.433 2.294 3.277  -0.235
H -0.543 5.505 2.136  0.502
H 0.428 6.158 0.820  0.345
H 1.075 6.142 2.473  0.395
H 2.375 1.960 -0.374  0.600
H 3.206 4.458 -1.041  0.412
H 3.086 5.624 0.285  0.338
H 1.815 5.541 -0.937  0.335
H 1.024 4.418 4.267  0.510
H -0.300 4.357 6.346  0.428
H -2.338 2.951 6.484  0.448
H -3.051 1.626 4.513  0.482
H -1.732 1.717 2.409  1.240

Values from the calculation:
* lowest unoccupied orbital energy: -1.76 eV
* E_tot: -91967.0306 eV
* total charge: +1
* highest occupied orbital energy: -0.3671 Eh
* ΔE to the lowest compared entry with this formula, charge and spin: 14.0 kcal/mol



Entry 2:
Molecular formula: C36H48O18
Method: DFT, the ωB97M-V functional and the def2-TZVPD basis

Last column: Mulliken charge in e.
Geometry (Å):
O 7.129 -0.786 0.760  -0.614
C 6.430 -1.011 1.697  0.570
C 5.250 -0.150 1.899  -0.211
C 4.552 -0.209 3.349  0.303
O 3.371 0.541 3.631  -0.496
C 5.054 -1.170 4.264  0.480
O 4.548 -1.225 5.358  -0.565
C 6.080 -1.971 4.047  -0.862
C 6.856 -1.882 2.669  0.314
O 7.895 -2.677 2.353  -0.499
H 4.966 0.714 1.224  0.155
H 3.172 1.328 3.062  0.342
H 6.513 -2.664 4.551  0.716
H 8.511 -2.379 1.735  0.340
O 0.374 -2.352 -0.345  -0.472
C 0.228 -1.132 -0.151  1.007
C 1.405 -0.494 0.184  -0.326
C 1.471 1.093 0.226  0.003
O 2.587 1.820 0.116  -0.272
C 0.207 1.922 0.094  0.608
O 0.148 3.146 0.259  -0.630
C -1.088 1.165 -0.384  -0.785
C -0.940 -0.381 -0.547  0.246
O -2.144 -0.977 -0.841  -0.304
H 2.356 -1.077 0.269  0.100
H 2.199 2.691 0.113  0.181
H -2.095 1.572 -0.457  0.338
H -1.927 -1.775 -0.723  0.141
O -0.885 -5.920 -2.426  -0.607
C -0.435 -4.928 -2.899  0.519
C 0.890 -4.897 -3.480  -0.871
C 1.407 -3.735 -4.156  0.785
O 2.715 -3.694 -4.689  -0.520
C 0.614 -2.554 -4.305  0.283
O 1.011 -1.553 -4.946  -0.606
C -0.679 -2.526 -3.680  -0.176
C -1.185 -3.658 -2.848  0.169
O -2.379 -3.642 -2.116  -0.392
H 1.365 -5.769 -3.298  0.484
H 3.124 -4.658 -4.492  0.359
H -1.243 -1.529 -3.875  0.278
H -2.339 -4.461 -1.888  0.288
C -3.880 5.391 3.661  -1.025
C -2.967 5.673 2.410  0.654
C -3.127 4.672 1.274  -0.696
O -2.214 6.621 2.356  -0.541
H -3.468 4.537 4.093  0.310
H -4.940 5.057 3.271  0.267
H -3.896 6.219 4.292  0.354
H -2.263 4.400 0.459  0.183
H -3.944 5.053 0.676  0.308
H -3.328 3.588 1.589  0.184
C -1.499 -1.470 2.954  -1.663
C -1.487 -1.786 4.462  0.530
C -2.879 -2.221 4.945  -1.163
O -0.570 -1.683 5.170  -0.494
H -1.845 -0.604 2.851  0.782
H -1.622 -2.334 2.311  0.469
H -0.522 -1.287 2.509  0.499
H -2.889 -2.387 6.022  0.358
H -2.865 -3.220 4.630  0.342
H -3.687 -1.630 4.573  0.337
C 2.282 -5.268 0.764  -0.701
C 3.697 -4.951 0.529  0.492
C 4.153 -3.447 0.744  -0.786
O 4.561 -5.785 0.195  -0.601
H 2.160 -6.444 1.004  0.255
H 1.892 -4.870 -0.212  -0.046
H 1.821 -4.807 1.547  0.460
H 5.229 -3.189 0.492  0.340
H 3.713 -3.083 1.718  0.269
H 3.718 -2.848 0.124  0.388
C -3.479 0.801 -3.724  -1.344
C -3.919 -0.629 -4.173  0.912
C -4.891 -1.479 -3.238  -0.715
O -3.602 -1.022 -5.249  -0.552
H -2.861 1.167 -4.316  0.742
H -3.017 0.846 -2.742  -0.046
H -4.294 1.468 -3.681  0.453
H -4.629 -1.465 -2.069  -0.017
H -5.209 -2.488 -3.737  0.301
H -5.945 -1.029 -3.242  0.319
C 4.993 4.280 -1.381  -1.090
C 4.104 5.312 -0.756  0.879
C 4.039 6.734 -1.255  -1.134
O 3.311 5.037 0.167  -0.593
H 6.004 4.621 -1.367  0.414
H 4.801 3.781 -2.322  0.362
H 5.004 3.413 -0.789  0.172
H 3.779 7.475 -0.312  0.286
H 3.238 6.486 -1.587  0.427
H 4.908 6.780 -2.013  0.285
C -5.927 1.628 -0.592  0.113
C -6.540 2.067 -1.915  0.838
C -7.407 3.350 -1.846  -1.298
O -6.679 1.297 -2.832  -0.485
H -5.965 2.419 0.323  0.192
H -5.049 1.503 -0.676  -0.706
H -6.367 0.787 -0.077  0.370
H -7.842 3.221 -0.915  0.385
H -8.172 3.337 -2.562  0.372
H -6.786 4.256 -1.806  0.287

Values from the calculation:
* lowest unoccupied orbital energy: -2.73 eV
* structure (SMILES): O=C1C=C(O)C(=O)C=C1O.O=C1C=C(O)C(=O)C=C1O.O=C1C=C(O)C(=O)C=C1O.CC(C)=O.CC(C)=O.CC(C)=O.CC(C)=O.CC(C)=O.CC(C)=O
* E_tot: -74943.3944 eV
* highest occupied orbital energy: -0.3319 Eh
* ΔE to the lowest compared entry with this formula, charge and spin: 123.5 kcal/mol